Entry 1:
13
Properties=species:S:1:pos:R:3:forces:R:3:mulliken_charge:R:1 method="wB97M-V/def2-TZVPD" total_energy_ev=-10831.2325 e_homo_ev=-10.54 orbital_gap_ev=11.0 e_above_lowest_kcal_mol=14.98
N -0.873094 0.471007 1.899067 -1.18 -0.25 0.38 -0.325
C 0.415365 0.732739 1.611359 -0.01 -0.89 -0.69 0.538
O 1.337894 0.879530 2.362685 -0.18 0.68 0.29 -0.533
O 0.594459 0.770168 0.232146 0.02 0.65 0.51 -0.444
H -1.237261 0.618570 2.814783 0.52 -0.08 0.66 0.207
H -1.493735 -0.108056 1.349695 0.51 0.35 -0.68 0.226
H 1.220834 1.505208 0.156629 0.37 -0.44 -0.40 0.294
O 1.087314 -0.243011 -2.553663 -0.46 0.25 -0.19 -0.627
H 0.346659 -0.468520 -3.130217 0.19 -0.27 -0.11 0.320
H 0.750908 0.576902 -2.171173 0.26 -0.04 0.24 0.314
O -1.079595 -1.453459 -0.711296 0.71 0.09 0.07 -0.633
H -0.879412 -2.217969 -1.261257 -0.24 -0.10 0.05 0.304
H -0.190342 -1.063105 -0.598756 -0.49 0.05 -0.13 0.357


Entry 2:
13
Properties=species:S:1:pos:R:3:forces:R:3:mulliken_charge:R:1 method="wB97M-V/def2-TZVPD" total_energy_ev=-32550.1469 charge=-1 e_homo_ev="-2.70 / -2.70" orbital_gap_ev="7.0 / 7.0" e_above_lowest_kcal_mol=26.77
C 1.946121 -0.908751 -0.288044 -1.57 0.12 2.92 -0.906
N 0.141620 -1.304825 0.377554 4.23 -0.80 -1.66 -0.130
O -0.546898 -1.771147 -0.674538 -0.21 0.57 0.46 -0.616
P -2.097132 -0.153458 -0.094478 -3.24 -0.47 -0.11 -0.237
P 0.306046 1.796114 -0.428994 2.21 0.23 0.61 -0.160
P -0.340714 0.246950 0.973995 0.77 -0.29 1.05 0.054
H 2.584297 -0.774603 0.676710 -0.87 -0.39 -2.04 0.214
H 2.118228 -1.710690 -0.955669 0.28 -1.65 0.25 0.323
H 1.955819 -0.088456 -0.987267 -0.23 0.86 0.44 0.332
H -2.849524 0.794177 0.689569 0.00 0.85 -0.13 0.044
H -2.823864 -1.027928 0.840681 0.90 -0.10 -0.72 0.026
H 0.510964 2.706149 0.673736 -0.25 0.03 -0.63 0.033
H -0.904962 2.196472 -0.803251 -2.03 1.04 -0.46 0.022


Entry 3:
14
Properties=species:S:1:pos:R:3:forces:R:3:mulliken_charge:R:1 method="wB97M-V/def2-TZVPD" total_energy_ev=-41841.6277 e_homo_ev=-8.51 orbital_gap_ev=8.0 e_above_lowest_kcal_mol=3.17
P -3.278475 -1.585490 0.097765 0.14 0.65 0.15 -0.045
P -2.233339 -0.041033 -0.694139 -0.11 -0.97 -0.42 0.021
P -2.576453 1.413071 0.869803 -0.41 0.03 0.78 -0.124
H -3.000932 -2.446311 -0.976075 0.05 -0.21 -0.34 0.021
H -1.293872 1.947567 0.779862 0.51 0.17 0.02 0.045
H -3.070633 2.375725 -0.018760 -0.21 0.27 -0.24 0.063
N 1.510922 0.102045 -1.154725 -0.14 0.21 -0.70 -0.358
C 1.396615 -0.386531 0.092851 -0.03 0.01 0.20 0.515
O 0.326236 -0.471669 0.657330 -0.14 -0.03 0.31 -0.495
P 2.996193 -0.930686 0.865237 0.13 -0.53 -0.20 -0.153
H 0.651094 0.310068 -1.646324 0.11 -0.05 0.00 0.187
H 2.360520 0.023014 -1.686084 -0.02 0.04 0.06 0.209
H 3.615067 0.301678 0.659881 0.30 0.34 -0.09 0.047
H 2.597061 -0.611448 2.153372 -0.17 0.07 0.47 0.067


Entry 4:
12
Properties=species:S:1:pos:R:3:forces:R:3:mulliken_charge:R:1 method="wB97M-V/def2-TZVPD" total_energy_ev=-20439.0983 e_homo_ev=-11.31 orbital_gap_ev=11.9 e_above_lowest_kcal_mol=87.27
C 0.713359 -2.523778 -2.445913 -0.61 -0.71 -0.39 -0.272
N 1.478225 -1.760669 -2.032751 0.49 1.04 0.62 0.314
O 2.363228 -0.903659 -1.580122 0.45 -1.32 -0.98 -0.265
Si -1.891912 -0.875870 0.330458 0.01 0.03 0.06 0.465
Si 2.090118 0.408753 -0.608107 -0.33 0.47 0.21 0.526
H -1.090638 -0.927611 -0.890952 0.16 0.02 -0.20 -0.141
H -2.692396 0.346673 0.332144 -0.19 0.25 -0.01 -0.105
H -2.762030 -2.043706 0.400333 -0.20 -0.26 0.01 -0.109
H -1.011115 -0.852826 1.501114 0.17 -0.02 0.18 -0.118
H 3.486912 0.782848 -0.479367 0.20 0.33 0.25 -0.108
H 1.272287 1.390885 -1.320905 -0.09 0.17 -0.04 -0.076
H 1.432601 -0.019848 0.619434 -0.06 -0.01 0.29 -0.111


Entry 5:
11
Properties=species:S:1:pos:R:3:forces:R:3:mulliken_charge:R:1 method="wB97M-V/def2-TZVPD" total_energy_ev=-24308.7541 e_homo_ev=-8.39 orbital_gap_ev=7.4 e_above_lowest_kcal_mol=56.75
C 0.903194 0.783495 -1.499066 1.29 1.32 0.78 -0.781
N 0.072294 -0.387135 -1.546027 -0.10 -0.46 1.12 -0.455
H 1.634815 0.879091 -0.636191 -1.32 -0.81 -0.32 0.269
H 0.279460 1.683442 -1.401262 0.23 -0.18 -0.38 0.277
H 1.634457 0.881119 -2.302063 -0.36 0.16 -0.67 0.325
H 0.587606 -1.222657 -1.320996 -0.05 -0.19 -0.26 0.218
H -0.468346 -0.506612 -2.389470 0.22 0.11 -0.04 0.190
S -1.596120 -0.732339 4.107219 1.51 0.23 -1.08 -0.112
S -1.628939 -0.758068 1.955017 -3.21 -0.67 -0.82 -0.252
H -0.462844 -0.042849 4.270531 0.05 0.15 0.38 0.147
H -0.955576 -0.577490 0.762304 1.74 0.33 1.29 0.173


Entry 6:
11
Properties=species:S:1:pos:R:3:forces:R:3:mulliken_charge:R:1 method="wB97M-V/def2-TZVPD" total_energy_ev=-24300.9751 charge=+1 s2=0.755 e_homo_ev="-13.27 / -13.27" orbital_gap_ev="7.2 / 4.6" e_above_lowest_kcal_mol=39.27 spin_multiplicity=2
N 0.290049 -3.458872 0.690727 2.79 -2.01 0.45 -0.648
H -0.461674 -2.883270 0.614235 -3.67 1.25 0.85 0.221
H 0.671778 -3.620299 1.627317 -1.32 -0.20 0.10 0.256
H 0.937238 -2.773864 0.435149 2.19 0.95 -1.40 0.187
C -1.100190 2.369124 -0.414730 -0.17 -0.88 3.28 -0.771
S 0.020003 0.915624 0.033276 0.45 1.92 -3.16 0.280
S 1.372915 1.030024 -1.627313 0.02 -1.20 4.68 0.096
H -2.109048 1.935968 -0.554388 0.60 0.53 -0.90 0.361
H -1.190784 2.727659 0.657898 0.03 0.06 -0.98 0.314
H -0.649195 3.210205 -0.963793 -0.30 -0.94 -0.35 0.402
H 2.218907 0.547701 -0.498378 -0.63 0.54 -2.58 0.300


Entry 7:
10
Properties=species:S:1:pos:R:3:forces:R:3:mulliken_charge:R:1 method="wB97M-V/def2-TZVPD" total_energy_ev=-5236.8904 charge=+1 e_homo_ev=-17.50 orbital_gap_ev=13.3 e_above_lowest_kcal_mol=21.80
O 0.250859 -1.911983 -0.078299 0.25 1.90 -0.37 -0.645
H 0.129173 -2.853399 -0.005810 0.03 -0.59 0.17 0.336
H 0.209382 -1.646630 -1.009829 -0.07 -0.73 0.08 0.348
H 0.599600 -0.437088 0.403629 -1.46 1.74 -0.61 0.499
C -0.816984 1.502130 -0.102573 0.48 -0.90 1.42 -0.344
O 0.475612 0.655796 0.227779 1.04 -1.34 0.00 -0.397
H -1.226866 1.054157 -1.008990 0.12 0.31 0.29 0.236
H -0.660314 2.600455 -0.097431 0.76 -0.95 -0.40 0.308
H -1.315971 1.263963 0.829463 -0.85 0.03 -0.42 0.271
H 1.355132 1.055262 0.308559 -0.31 0.53 -0.17 0.388


Entry 8:
13
Properties=species:S:1:pos:R:3:forces:R:3:mulliken_charge:R:1 method="wB97M-V/def2-TZVPD" total_energy_ev=-11389.5368 charge=-1 e_homo_ev=-5.32 orbital_gap_ev=9.3 e_above_lowest_kcal_mol=31.10
O 0.214026 1.781284 0.052636 0.90 0.28 1.66 -0.673
C -0.198282 0.913279 0.865535 -0.12 2.97 -0.69 0.175
O -0.895036 -0.004029 0.439007 -1.06 -3.14 1.47 -0.674
H -0.125472 1.032084 2.037084 0.45 -0.08 -1.68 0.237
H -0.494428 -1.606711 1.183692 -0.27 -3.16 -1.42 0.339
H 0.577159 -2.359331 0.556570 2.19 -0.16 -1.11 0.312
O -0.253620 -2.632160 0.862355 -2.13 3.13 2.28 -0.674
H 1.856260 -0.628313 0.085276 0.87 0.90 -0.18 0.270
H 2.276302 0.617975 -0.653255 -0.66 0.96 -0.49 0.320
O 2.620047 -0.016428 -0.045445 -0.19 -1.84 0.73 -0.640
H -1.824554 0.127254 -1.022841 0.65 0.52 -1.93 0.385
H -0.961555 0.982592 -1.890627 1.26 0.97 0.32 0.315
O -1.699668 0.415682 -1.994693 -1.92 -1.36 1.05 -0.692


Entry 9:
10
Properties=species:S:1:pos:R:3:forces:R:3:mulliken_charge:R:1 method="wB97M-V/def2-TZVPD" total_energy_ev=-14024.4969 charge=+1 e_homo_ev=-16.28 orbital_gap_ev=11.4 e_above_lowest_kcal_mol=24.90
O -2.145810 -0.233216 0.199092 -2.16 -2.38 1.76 -0.645
H 1.225976 0.868762 1.376796 -1.58 0.53 -0.45 0.303
H -2.248905 -1.229226 0.337933 1.19 1.36 -0.96 0.334
H -2.973458 -0.105784 0.750148 1.11 1.16 -0.88 0.336
C 1.365551 -0.172217 -0.601073 1.67 -0.79 -1.40 -0.796
S 0.701328 1.354896 0.175182 0.35 -0.77 -1.20 0.044
H 1.142007 -0.974766 0.097219 -0.02 -0.02 -0.14 0.340
H 1.102499 -0.534924 -1.670680 -0.11 1.45 1.82 0.342
H 2.472666 0.023177 -0.590547 -1.00 -0.39 -0.06 0.354
H -0.641852 1.003295 -0.074069 0.55 -0.16 1.51 0.389


Entry 10:
10
Properties=species:S:1:pos:R:3:forces:R:3:mulliken_charge:R:1 method="wB97M-V/def2-TZVPD" total_energy_ev=-14024.4479 charge=+1 e_homo_ev=-16.44 orbital_gap_ev=11.4 e_above_lowest_kcal_mol=26.03
O -0.043640 2.484378 0.915217 -1.25 1.96 -0.70 -0.683
H 0.828970 -1.233073 1.156315 0.00 0.53 -0.36 0.268
H 0.575526 3.178165 0.579449 -0.34 -0.92 0.44 0.348
H -0.929802 2.974116 0.828557 1.67 -1.31 0.36 0.356
C -0.229643 -1.772595 -0.937314 -0.95 1.53 -0.95 -0.639
S 0.595957 -0.410519 0.094116 2.24 -1.35 0.35 -0.055
H -0.080647 -1.601244 -2.016774 0.56 0.46 0.60 0.319
H -1.306209 -1.698163 -0.834974 -0.02 -0.78 0.68 0.320
H 0.356851 -2.632846 -0.636686 -0.45 -0.15 0.37 0.338
H 0.232636 0.711783 0.852095 -1.46 0.04 -0.80 0.426